No. 1
Formula: C35H36Cl2MoN6O4PS2
Source: the Open Molecules 2025 dataset
Level of theory: the ωB97M-V functional and the def2-TZVPD basis

```
87
Properties=species:S:1:pos:R:3
Mo 0.117 -0.507 -0.193
C 1.655 4.986 -0.547
N 0.769 3.817 -0.555
C -0.590 3.860 -0.682
C -1.024 2.569 -0.640
N 0.057 1.740 -0.484
C 1.131 2.525 -0.438
P 2.853 1.929 -0.423
C 2.653 0.808 1.007
N 1.589 0.033 1.245
C 1.780 -0.549 2.473
C 2.973 -0.128 2.971
N 3.507 0.728 2.044
C 4.808 1.385 2.191
C 2.544 0.769 -1.788
N 1.442 0.034 -1.879
C 1.463 -0.577 -3.100
C 2.594 -0.192 -3.758
N 3.262 0.661 -2.926
C 4.546 1.291 -3.239
H 1.046 5.874 -0.681
H 2.180 5.054 0.403
H 2.370 4.921 -1.365
H -1.128 4.786 -0.794
H -2.029 2.199 -0.735
H 1.053 -1.213 2.910
H 3.480 -0.356 3.893
H 4.843 1.899 3.148
H 5.598 0.639 2.145
H 4.944 2.106 1.391
H 0.696 -1.261 -3.419
H 2.970 -0.450 -4.733
H 4.479 1.787 -4.203
H 4.785 2.025 -2.474
H 5.327 0.535 -3.269
Cl 3.306 -6.907 1.763
C 2.686 -5.448 1.115
C 3.483 -4.683 0.264
C 3.000 -3.505 -0.282
Cl 3.993 -2.557 -1.323
C 1.711 -3.074 0.017
O 1.227 -1.973 -0.569
C 0.933 -3.830 0.897
C -0.367 -3.334 1.258
O -0.784 -2.205 0.982
C 1.409 -5.028 1.436
H 4.483 -5.016 0.024
H -1.025 -3.996 1.834
H 0.791 -5.616 2.102
O -1.337 0.181 0.989
S -1.920 1.104 2.089
C -3.710 0.806 1.841
C -4.017 -0.421 0.978
C -4.081 -0.095 -0.518
C -4.044 -1.351 -1.396
S -2.548 -1.463 -2.414
O -1.443 -1.004 -1.475
C -2.822 -0.116 -3.542
C -3.860 -0.238 -4.459
C -4.055 0.779 -5.379
C -3.212 1.884 -5.387
C -2.165 1.975 -4.482
C -1.958 0.966 -3.549
C -1.573 0.312 3.620
C -1.938 -1.007 3.889
C -1.622 -1.541 5.124
C -0.957 -0.766 6.074
C -0.603 0.545 5.796
C -0.908 1.094 4.557
H -4.087 1.723 1.385
H -4.124 0.739 2.846
H -4.976 -0.824 1.310
H -3.270 -1.197 1.146
H -3.240 0.548 -0.786
H -4.987 0.472 -0.734
H -4.868 -1.408 -2.108
H -4.053 -2.273 -0.812
H -4.503 -1.110 -4.472
H -4.860 0.704 -6.097
H -3.368 2.670 -6.114
H -1.502 2.829 -4.506
H -1.132 1.013 -2.853
H -2.461 -1.601 3.151
H -1.909 -2.556 5.361
H -0.729 -1.189 7.043
H -0.101 1.144 6.543
H -0.647 2.120 4.329
```

Calculated values
* charge: +3
* highest occupied orbital energy (alpha / beta): -15.75 / -15.76 eV
* HOMO-LUMO gap (alpha / beta): 6.987 / 6.990 eV
* spin multiplicity: 1

The Löwdin scheme yields these atomic charges, measured in e:
1 Mo 1.7934
2 C 0.0130
3 N -0.0957
4 C -0.0017
5 C -0.1224
6 N -0.0657
7 C -0.4275
8 P 1.2190
9 C -0.4098
10 N -0.0813
11 C -0.0727
12 C -0.0030
13 N -0.0951
14 C 0.0175
15 C -0.4484
16 N -0.0878
17 C -0.0906
18 C -0.0186
19 N -0.1005
20 C 0.0165
21 H 0.1054
22 H 0.1019
23 H 0.0973
24 H 0.1442
25 H 0.1010
26 H 0.1175
27 H 0.1456
28 H 0.1102
29 H 0.1117
30 H 0.0675
31 H 0.1233
32 H 0.1470
33 H 0.1100
34 H 0.0708
35 H 0.1082
36 Cl 0.7771
37 C -0.6411
38 C -0.0637
39 C -0.5521
40 Cl 0.7841
41 C -0.3020
42 O -0.2829
43 C -0.1244
44 C -0.0995
45 O -0.0949
46 C -0.0145
47 H 0.1271
48 H 0.1587
49 H 0.1326
50 O -0.7045
51 S 1.1288
52 C -0.2526
53 C -0.2124
54 C -0.2060
55 C -0.2751
56 S 1.1125
57 O -0.6681
58 C -0.3901
59 C -0.0672
60 C -0.0344
61 C -0.0374
62 C -0.0500
63 C -0.0878
64 C -0.4157
65 C -0.0681
66 C -0.0377
67 C -0.0274
68 C -0.0399
69 C -0.0762
70 H 0.1034
71 H 0.1105
72 H 0.1394
73 H 0.0855
74 H 0.0704
75 H 0.1362
76 H 0.1014
77 H 0.1039
78 H 0.1222
79 H 0.1262
80 H 0.1230
81 H 0.1141
82 H 0.0728
83 H 0.1085
84 H 0.1225
85 H 0.1259
86 H 0.1238
87 H 0.1151

=====

No. 2
Formula: C32H38InOS
Source: the Open Molecules 2025 dataset
Level of theory: the ωB97M-V functional and the def2-TZVPD basis

```
73
Properties=species:S:1:pos:R:3
C -1.732 1.725 2.254
C -2.447 2.695 1.314
O -3.422 3.434 1.959
In -5.421 3.058 1.583
S -5.562 0.553 1.514
H -0.784 1.384 1.821
H -2.345 0.845 2.466
H -1.521 2.222 3.208
H -1.686 3.370 0.872
H -2.848 2.104 0.470
H -5.788 3.514 -0.061
H -6.337 3.747 2.885
H -4.944 0.241 2.662
C 2.592 -0.552 -0.538
C 1.289 -0.630 -1.015
C 0.473 0.492 -1.003
C 0.962 1.695 -0.513
C 2.262 1.774 -0.034
C 3.080 0.651 -0.047
H 3.219 -1.435 -0.538
H 0.908 -1.572 -1.391
H -0.547 0.429 -1.360
H 0.316 2.564 -0.479
H 2.632 2.712 0.360
H 4.091 0.712 0.337
C 2.250 -1.836 -4.587
C 2.210 -2.401 -5.854
C 2.574 -1.648 -6.961
C 2.978 -0.330 -6.801
C 3.018 0.235 -5.533
C 2.654 -0.518 -4.424
H 1.963 -2.421 -3.722
H 1.890 -3.429 -5.978
H 2.540 -2.088 -7.951
H 3.259 0.259 -7.665
H 3.329 1.264 -5.407
H 2.678 -0.081 -3.434
C 3.354 -3.223 3.117
C 3.001 -4.483 3.581
C 1.700 -4.940 3.421
C 0.752 -4.138 2.799
C 1.105 -2.879 2.335
C 2.407 -2.422 2.495
H 4.369 -2.864 3.242
H 3.739 -5.109 4.067
H 1.423 -5.922 3.785
H -0.264 -4.492 2.679
H 0.369 -2.248 1.853
H 2.672 -1.437 2.133
C -7.081 -4.110 -2.175
C -6.832 -3.324 -1.057
C -6.419 -2.007 -1.204
C -6.258 -1.478 -2.479
C -6.507 -2.261 -3.598
C -6.919 -3.578 -3.448
H -7.403 -5.138 -2.055
H -6.959 -3.738 -0.064
H -6.220 -1.387 -0.338
H -5.936 -0.450 -2.590
H -6.380 -1.844 -4.590
H -7.113 -4.190 -4.320
C 4.820 3.480 3.634
C 3.528 3.374 3.136
C 2.676 4.470 3.168
C 3.119 5.675 3.697
C 4.412 5.782 4.193
C 5.262 4.685 4.163
H 5.481 2.623 3.610
H 3.176 2.434 2.731
H 1.666 4.381 2.787
H 2.454 6.528 3.725
H 4.755 6.722 4.607
H 6.269 4.770 4.552
```

Calculated values
* charge: -1
* highest occupied orbital energy: -4.94 eV
* HOMO-LUMO gap: 7.167 eV
* spin multiplicity: 1

The Löwdin scheme yields these atomic charges, measured in e:
1 C -0.1011
2 C -0.4879
3 O -0.4499
4 In 0.2598
5 S 0.1293
6 H 0.0415
7 H 0.0509
8 H 0.0686
9 H 0.0849
10 H 0.0764
11 H -0.1243
12 H -0.1309
13 H -0.3036
14 C -0.1279
15 C -0.1131
16 C -0.0786
17 C -0.0870
18 C -0.0957
19 C -0.1055
20 H 0.1026
21 H 0.1006
22 H 0.1104
23 H 0.0993
24 H 0.0900
25 H 0.0994
26 C -0.0912
27 C -0.0996
28 C -0.1054
29 C -0.1037
30 C -0.0928
31 C -0.0837
32 H 0.0944
33 H 0.0980
34 H 0.0962
35 H 0.0965
36 H 0.1001
37 H 0.0873
38 C -0.0991
39 C -0.1071
40 C -0.1046
41 C -0.0934
42 C -0.0831
43 C -0.0939
44 H 0.0968
45 H 0.0952
46 H 0.0962
47 H 0.1013
48 H 0.1043
49 H 0.0864
50 C -0.1136
51 C -0.0956
52 C -0.0855
53 C -0.0859
54 C -0.1081
55 C -0.1171
56 H 0.0920
57 H 0.0986
58 H 0.0221
59 H 0.1049
60 H 0.0940
61 H 0.0913
62 C -0.0984
63 C -0.0987
64 C -0.0855
65 C -0.0942
66 C -0.1040
67 C -0.1059
68 H 0.0974
69 H 0.0894
70 H 0.1062
71 H 0.1009
72 H 0.0964
73 H 0.0956

=====

no.,E_tot (a.u.),molar mass (u)
1,-4110.351658,866.7
2,-1905.743887,585.5